# 1
16
Properties=species:S:1:pos:R:3:forces:R:3:nbo_charge:R:1 method="wB97M-V/def2-TZVPD" homo_lumo_gap_ev="6.888 / 9.243" de_lowest_kcal_mol=0.0 spin_multiplicity=2 charge=+1 e_homo_ev="-11.893 / -14.521"
C 4.802746 -3.829303 1.345971 0.10 -0.44 0.70 -0.26
H 4.065433 -3.744759 2.156781 0.27 -0.02 -0.18 0.22
H 1.810810 -3.551162 -1.962522 0.27 0.30 -0.01 0.22
H 3.512098 -3.672118 -2.435946 -0.16 0.17 0.15 0.18
O 2.899852 -1.798419 -1.736425 1.82 1.07 -0.55 -0.71
H 3.730504 -1.419526 -2.190936 -2.07 -0.67 0.44 0.48
C 2.825110 -3.205218 -1.708431 0.42 -0.45 -0.38 -0.10
Sc 5.684306 -1.712364 -0.802937 -1.14 2.06 -0.38 1.58
H 4.979983 -4.888388 1.108022 -0.03 0.30 0.10 0.21
O 5.132862 0.158567 -1.356851 0.75 -2.64 0.76 -1.17
H 3.204697 -4.796811 -0.317762 -0.04 0.27 0.05 0.20
O 4.327271 -3.142041 0.196256 0.94 0.45 -0.72 -0.63
H 5.742505 -3.356129 1.653102 -0.18 -0.11 0.07 0.19
H 4.458454 0.565183 -0.803226 -0.11 0.34 -0.14 0.49
C 3.118057 -3.698948 -0.314323 -1.12 -0.52 0.18 -0.10
H 2.299855 -3.400004 0.360041 0.29 -0.11 -0.10 0.21


# 2
7
Properties=species:S:1:pos:R:3:forces:R:3:nbo_charge:R:1 method="wB97M-V/def2-TZVPD" homo_lumo_gap_ev="11.011 / 7.209" de_lowest_kcal_mol=0.0 spin_multiplicity=2 e_homo_ev="-10.141 / -9.865"
N 1.485430 1.954081 0.144789 -0.36 0.47 -0.48 -0.60
H 2.725385 0.597948 -0.823699 -0.03 0.01 -0.16 0.14
H -1.733551 -0.446490 0.611558 -0.03 0.03 0.02 0.09
C 2.509189 1.622880 -0.512399 -0.20 -0.17 -0.24 -0.04
S -1.922288 -1.698125 0.168274 0.03 -0.01 -0.02 -0.09
H 0.808404 1.195641 0.214360 0.35 -0.29 0.45 0.33
H 3.193716 2.396730 -0.857797 0.23 -0.04 0.41 0.16


# 3
23
Properties=species:S:1:pos:R:3:forces:R:3:nbo_charge:R:1 method="wB97M-V/def2-TZVPD" smiles=Cc1ccccc1.CC homo_lumo_gap_ev=9.890 de_lowest_kcal_mol=61.2 spin_multiplicity=1 e_homo_ev=-8.939
H -2.348418 -1.211958 3.138187 1.11 0.54 2.55 0.21
H -1.170738 -1.934740 1.827574 -1.61 -0.81 1.69 0.21
H 0.512494 -2.229862 -1.830032 -0.30 0.33 0.25 0.22
H 3.107532 1.042218 0.995080 -1.36 -0.38 -0.39 0.21
C -3.296402 -1.536049 1.440661 1.86 -0.78 -3.65 -0.61
C -0.116633 0.860439 -1.139818 2.15 0.10 0.74 -0.25
C 0.912806 -0.113924 -1.273716 -3.72 -0.21 -0.58 0.04
C 2.122760 0.917575 0.443062 3.04 -0.11 1.92 -0.17
H -1.355039 -0.558424 1.699216 -0.17 3.08 0.22 0.23
H 1.524439 -1.183675 -2.674792 1.23 -0.90 -2.05 0.22
H -0.978186 0.969390 -1.745289 -0.56 -0.55 -0.75 0.22
H -0.203353 -1.101579 -3.006124 -0.32 0.56 0.03 0.22
C 0.561210 -1.222063 -2.260562 1.68 -0.34 1.22 -0.65
C 0.063375 1.795690 -0.163872 -1.66 1.89 2.72 -0.19
C -2.018278 -1.227420 2.164062 2.17 -2.09 -3.36 -0.65
H -3.650162 -0.804381 0.717397 -0.17 0.58 0.46 0.20
C 2.073873 -0.075109 -0.516769 -1.97 1.23 -0.46 -0.27
H -0.636237 2.584456 0.199872 -0.26 -0.75 -1.37 0.21
H 2.851246 -0.762531 -0.688153 0.92 -0.67 -0.09 0.22
C 1.080896 1.753973 0.764734 0.93 -0.33 -0.72 -0.24
H -3.944679 -1.698214 2.221386 -2.32 -0.86 0.90 0.20
H -3.097892 -2.402783 0.739497 -0.83 0.38 1.16 0.20
H 1.087350 2.373418 1.659492 0.16 0.08 -0.45 0.22